Record 1
{"formula": "CH4FOP", "method": "wB97M-V/def2-TZVPD", "gap_ev": 7.7, "multiplicity": 1, "e_homo_ha": -0.3100, "species": ["C", "O", "F", "P", "H", "H", "H", "H"], "coordinates": [[-0.3097, -0.1646, 0.2407], [-0.6403, 1.1168, -0.1073], [3.4810, 0.6562, 0.0221], [2.0682, -0.4703, 0.0872], [-0.6956, -0.8726, -0.4729], [-0.3188, 1.7445, 0.5569], [1.9671, -0.4884, -1.3197], [-0.4385, -0.4187, 1.2866]], "lowdin_charge": [-0.277, -0.119, -0.539, 0.863, 0.064, 0.099, -0.139, 0.048]}

=====

Record 2
{"formula": "CH4IN3", "method": "wB97M-V/def2-TZVPD", "gap_ev": 9.0, "multiplicity": 1, "e_homo_ha": -0.3355, "species": ["C", "N", "N", "N", "I", "H", "H", "H", "H"], "coordinates": [[-0.0884, 0.2759, -0.4916], [-0.1313, -0.9008, 0.3766], [-1.2368, -1.6111, 0.3534], [-0.8885, -2.8028, 0.2894], [-2.3374, -4.3039, 0.5725], [-0.4080, 0.1700, -1.5466], [0.8966, 0.6675, -0.4309], [-0.7336, 0.9419, -0.0372], [0.6248, -1.7128, 0.3707]], "lowdin_charge": [-0.081, -0.152, -0.189, -0.514, 0.573, 0.089, 0.068, 0.049, 0.156]}

=====

Record 3
{"formula": "CH4INO", "method": "wB97M-V/def2-TZVPD", "gap_ev": [7.3, 7.5], "multiplicity": 1, "e_homo_ha": [-0.3346, -0.3365], "species": ["C", "N", "O", "I", "H", "H", "H", "H"], "coordinates": [[0.3042, 0.4616, -0.0577], [-1.1052, -1.2858, 0.4116], [-0.2527, -0.7816, -0.4491], [-3.3611, 0.0505, -0.0096], [1.2447, 0.1352, 0.5658], [-0.4381, 1.1494, 0.5671], [0.6067, 0.9952, -0.9862], [-1.6485, -2.0357, -0.0323]], "lowdin_charge": [-0.111, -0.084, -0.301, 0.180, 0.121, 0.096, 0.092, 0.006]}

=====

Record 4
{"formula": "CH4INO2S", "method": "wB97M-V/def2-TZVPD", "gap_ev": 9.3, "multiplicity": 1, "e_homo_ha": -0.3511, "species": ["C", "N", "O", "O", "S", "I", "H", "H", "H", "H"], "coordinates": [[1.2802, 0.5645, 1.1934], [-0.4674, -0.5852, -0.9729], [1.7019, -1.8467, -0.5433], [1.7226, 0.2803, -1.7161], [1.1344, -0.5300, -0.6632], [3.0936, 1.6766, 0.8034], [0.2628, 1.0659, 1.2418], [1.4798, -0.1025, 2.1295], [-0.8863, -0.2700, -1.9599], [-1.0769, -1.0200, -0.2953]], "lowdin_charge": [-0.634, -0.145, -0.339, -0.417, 0.482, 0.774, 0.023, 0.036, 0.159, 0.062]}

=====

Record 5
{"formula": "CH4INS", "method": "wB97M-V/def2-TZVPD", "gap_ev": 8.4, "multiplicity": 1, "e_homo_ha": -0.3186, "species": ["C", "N", "S", "I", "H", "H", "H", "H"], "coordinates": [[0.0910, -0.7212, 0.5265], [-0.6639, 1.2350, -1.5464], [0.1326, -0.0347, -1.6459], [-1.3226, -1.8994, -2.2648], [1.1727, -0.7613, 0.7601], [-0.4112, -1.6742, 0.4463], [-0.3036, 0.1906, 1.0799], [-0.8843, 1.7437, -2.4768]], "lowdin_charge": [-0.135, -0.538, 0.309, 0.304, 0.015, -0.049, 0.052, 0.042]}

=====

Record 6
{"formula": "CH4INS", "method": "wB97M-V/def2-TZVPD", "gap_ev": [8.1, 8.5], "multiplicity": 3, "e_homo_ha": [-0.2804, -0.3508], "species": ["C", "N", "S", "I", "H", "H", "H", "H"], "coordinates": [[-1.2478, 0.5529, 0.6554], [1.1132, -0.4944, 0.2960], [1.5477, -1.3562, -0.9603], [-2.6416, -0.3062, -0.6277], [-1.0601, 1.6309, 0.5164], [-1.2685, 0.2609, 1.7008], [1.4260, 0.4386, 0.4056], [2.1311, -0.7265, -1.9863]], "mulliken_spin": [0.894, 0.640, 0.404, 0.082, 0.009, 0.005, -0.033, -0.001]}

=====

Record 7
{"formula": "CH4IOOsSe3Te", "method": "wB97M-V/def2-TZVPD", "charge": 1, "gap_ev": [6.7, 5.9], "multiplicity": 5, "e_homo_ha": [-0.4414, -0.4583], "species": ["Os", "Se", "Se", "Te", "Se", "I", "C", "O", "H", "H", "H", "H"], "coordinates": [[0.6413, 0.7460, -0.2924], [1.5877, 1.0221, -2.4174], [3.8485, 0.5614, -2.1254], [3.7531, -1.6659, -1.0043], [1.5952, -1.5261, 0.1487], [0.3823, 3.1784, 0.3566], [-1.9569, -0.7079, 1.1087], [-1.5583, 0.2351, 0.0758], [-3.0315, -0.8575, 1.0672], [-1.6668, -0.3522, 2.0943], [-1.4597, -1.6463, 0.8845], [-2.1350, 1.0129, 0.1037]], "mulliken_spin": [2.550, 0.164, 0.142, 0.623, 0.276, 0.222, 0.007, 0.015, 0.001, 0.001, 0.001, -0.002]}

=====

Record 8
{"formula": "CH4IOPS", "method": "wB97M-V/def2-TZVPD", "gap_ev": 8.7, "multiplicity": 1, "e_homo_ha": -0.3407, "species": ["C", "O", "P", "S", "I", "H", "H", "H", "H"], "coordinates": [[-0.8376, 1.8779, 0.6493], [1.2061, -1.8932, -0.9544], [-0.6842, 0.7401, -0.5501], [2.4126, -1.7506, 0.1423], [-2.9478, 0.3516, -1.3812], [0.0156, 2.0754, 1.1144], [2.0173, -2.6028, 1.0305], [-1.8438, 2.3716, 0.7665], [0.6617, -1.1700, -0.8173]], "lowdin_charge": [-0.429, -0.559, 0.426, 0.715, 0.286, -0.079, -0.184, 0.015, -0.191]}

=====

The following energy relative to the best compared isomer or geometry (same formula, charge and spin) values (in eV) correspond, in order, to the records above: 3.492 0.257 1.665 1.202 2.166 2.028 0.079 3.619.
The following maximum force values (in eV/Å) correspond, in order, to the records above: 3.2 3.2 2.7 3.8 3.4 1.7 0.6 6.0.